<P>
The following is a DFT calculation (the ωB97M-V functional and the def2-TZVPD basis) of 2 unconnected molecules or ions with the total composition C6H15BrN.

Kohn-Sham gap   8.133 eV

```
! wB97M-V def2-TZVPD RIJCOSX def2/J DEFGRID3
* xyz 1 1
C 1.7815 1.7827 0.7002
C 0.6513 2.3115 -1.6550
C -1.7585 -2.3049 -0.0075
C 0.2247 -1.8050 1.2050
C 1.1861 1.3210 -0.6217
C -0.8703 -0.0830 -0.2244
N -1.0408 -1.2084 0.6082
Br -2.2829 1.1355 0.0047
H 1.6107 0.9999 1.4394
H 1.3838 2.6649 1.0190
H 2.8132 1.7401 0.6604
H 1.3522 3.1097 -1.6615
H -0.2625 2.9242 -1.4815
H 0.5236 1.9039 -2.6070
H -1.8762 -3.2012 0.6905
H -2.7873 -1.9981 -0.1802
H -1.2561 -2.6142 -0.9048
H -0.0530 -2.8751 1.6118
H 0.9936 -1.9371 0.5089
H 0.6471 -0.9962 1.9690
H 1.4973 0.4067 -1.2271
H -0.9027 -0.4477 -1.2278
H -1.5748 -0.8291 1.3814
*
```

<Q>
The following is a DFT calculation (the ωB97M-V functional and the def2-TZVPD basis) of 2 unconnected molecules or ions with the total composition C6H15BrN.

Kohn-Sham gap (spin up / spin down)   7.762 / 7.761 eV

```
! wB97M-V def2-TZVPD RIJCOSX def2/J DEFGRID3
* xyz 1 1
C -0.9406 1.5289 0.1702
C -0.3126 -0.1112 -1.6210
C -2.0209 -0.6620 0.1749
C 0.7626 -1.6548 0.4939
C 2.3668 0.9972 0.5580
C -0.6310 0.0802 -0.1274
N 0.3607 -0.3467 0.8234
Br 3.6033 -0.0639 -0.1324
H -1.8961 1.8895 -0.1282
H -1.0326 1.8247 1.1653
H -0.2578 2.1262 -0.3724
H -0.7604 0.7229 -2.1217
H -0.5953 -1.0334 -2.1186
H 0.8595 -0.1855 -1.7144
H -2.7881 -0.1475 -0.2337
H -1.9333 -1.6147 -0.2603
H -2.2914 -0.6106 1.1904
H 1.7639 -1.8907 0.8235
H 0.0536 -2.3491 0.9370
H 0.8816 -1.6893 -0.5942
H 1.9839 1.7301 -0.1845
H 2.4980 1.3065 1.5583
H 0.3261 0.1530 1.7141
*
```

Stability check: which of them is least stable? <P>.

<P>
The following is a DFT calculation (the ωB97M-V functional and the def2-TZVPD basis) of 2 unconnected molecules or ions with the total composition C2H5NOS.

SMILES   C1NO1.C=S
Kohn-Sham gap   8.522 eV

```
! wB97M-V def2-TZVPD RIJCOSX def2/J DEFGRID3
* xyz 0 1
C -0.7356 -1.0210 0.7797
N -0.0459 -2.1261 1.3444
O 0.4101 -1.5349 0.1993
H -1.6125 -1.3539 0.1769
H -0.5179 -0.1372 1.2908
H 0.5028 -1.6438 2.1761
C 0.5713 1.9051 -1.4580
S -0.6939 2.6094 -0.8048
H 0.5300 1.6342 -2.5384
H 1.5916 1.6682 -1.1660
*
```

<Q>
The following is a DFT calculation (the ωB97M-V functional and the def2-TZVPD basis) of a single C2H5NOS molecule.

SMILES   CSNC=O
Kohn-Sham gap   9.934 eV

```
! wB97M-V def2-TZVPD RIJCOSX def2/J DEFGRID3
* xyz 0 1
C -1.4917 0.4958 -0.5588
S 0.2149 0.6382 -1.3143
N 1.0628 0.2474 0.0701
C 1.3873 -0.9753 0.6167
O 0.9820 -2.0552 0.1041
H -1.5399 -0.3699 0.0351
H -2.2656 0.4422 -1.3770
H -1.5064 1.3529 0.1827
H 1.3023 1.0946 0.6293
H 1.8542 -0.8706 1.6122
*
```

Stability check: which of them is least stable? <P>.

<P>
The following is a DFT calculation (the ωB97M-V functional and the def2-TZVPD basis) of 2 unconnected molecules or ions with the total composition C2HCl2O3.

Kohn-Sham gap   6.751 eV

```
! wB97M-V def2-TZVPD RIJCOSX def2/J DEFGRID3
* xyz -1 1
C 1.1818 -2.4680 1.3852
C 0.7068 -0.8816 -1.0603
O 2.0280 -1.7925 1.7561
O 0.2763 -3.1062 1.1053
O -0.0741 -0.4162 -0.0623
Cl -0.1009 -0.3181 -2.5971
Cl 2.2831 0.2676 -0.8845
H -0.3922 0.5016 -0.2583
*
```

<Q>
The following is a DFT calculation (the ωB97M-V functional and the def2-TZVPD basis) of 2 unconnected molecules or ions with the total composition C2HCl2O3.

Kohn-Sham gap   6.419 eV

```
! wB97M-V def2-TZVPD RIJCOSX def2/J DEFGRID3
* xyz -1 1
C -0.2971 0.9265 1.9453
C -0.1502 0.0002 -1.0370
O -0.1471 0.0585 2.6806
O -0.4441 1.9454 1.4336
O 1.0775 -0.3465 -0.5925
Cl 0.0432 -0.2124 -3.0031
Cl -1.5940 -1.1908 -0.6447
H 1.5117 -1.1809 -0.7821
*
```

Stability check: which of them is least stable? <Q>.

<P>
The following is a DFT calculation (the ωB97M-V functional and the def2-TZVPD basis) of a single C2H7N3O molecule.

SMILES   [H]/N=C(\CN)NO
Kohn-Sham gap   9.870 eV

```
! wB97M-V def2-TZVPD RIJCOSX def2/J DEFGRID3
* xyz 0 1
H -2.3974 -1.1538 0.4037
N -2.0811 -0.1991 -0.1501
C -0.8920 0.0144 -0.0334
C 0.2314 -0.8413 0.3836
N 1.4837 -0.7800 -0.3759
N -0.4447 1.3154 -0.3902
O 0.7910 1.2941 0.4241
H 0.5337 -0.7330 1.4072
H -0.1057 -2.0519 0.2703
H 1.7763 0.1690 -0.3803
H 1.1209 -1.0652 -1.3126
H -1.1253 1.9692 0.0722
H 1.1092 2.0623 -0.3187
*
```

<Q>
The following is a DFT calculation (the ωB97M-V functional and the def2-TZVPD basis) of a single C2H7N3O molecule.

SMILES   CO/N=C/NN
Kohn-Sham gap   9.166 eV

```
! wB97M-V def2-TZVPD RIJCOSX def2/J DEFGRID3
* xyz 0 1
C -1.6415 -1.2909 1.2908
O -1.4107 0.1480 1.1930
N -0.3645 0.5221 0.3968
C 0.1802 -0.3558 -0.3909
N 1.2544 0.0154 -1.2209
N 1.9692 1.1972 -1.0799
H -2.4460 -1.3364 2.0558
H -2.0744 -1.6740 0.3440
H -0.7127 -1.8741 1.5536
H -0.0697 -1.4229 -0.4592
H 1.1500 -0.2593 -2.1696
H 2.8515 1.1305 -1.5555
H 1.3409 1.9900 -1.3849
*
```

Stability check: which of them is least stable? <P>.

<P>
The following is a DFT calculation (the ωB97M-V functional and the def2-TZVPD basis) of a molecular structure, H8LiO4.

Kohn-Sham gap   12.380 eV

```
! wB97M-V def2-TZVPD RIJCOSX def2/J DEFGRID3
* xyz 1 1
Li 13.9601 -61.1669 8.8545
O 14.0567 -63.3709 8.8487
H 13.5833 -63.5004 9.7432
H 14.7956 -64.0139 8.6333
O 15.5251 -60.4295 9.7957
H 16.2354 -61.0815 10.0729
H 15.6733 -59.5804 10.0962
O 12.0480 -60.4727 9.2337
H 12.1564 -59.4611 8.7534
H 11.1122 -60.5428 9.6091
O 14.0794 -60.6454 6.9741
H 14.0416 -61.4675 6.3487
H 14.3111 -59.7680 6.4934
*
```

<Q>
The following is a DFT calculation (the ωB97M-V functional and the def2-TZVPD basis) of a molecular structure, H8LiO4.

Kohn-Sham gap   12.920 eV

```
! wB97M-V def2-TZVPD RIJCOSX def2/J DEFGRID3
* xyz 1 1
Li 0.2428 0.2673 -0.1823
O 1.8061 -0.9873 -0.3005
H 1.8905 -1.3885 -1.0509
H 2.3687 -1.5485 0.2580
O -0.5958 1.6628 -1.4216
H -0.9933 2.2662 -1.0155
H -0.3444 2.0842 -2.2086
O -1.2287 -1.3374 -0.2078
H -1.0852 -2.1584 0.1528
H -2.1877 -1.4819 -0.2976
O -0.1044 0.8382 1.7403
H 0.1051 1.6097 2.2838
H 0.1262 0.1736 2.2498
*
```

Stability check: which of them is least stable? <Q>.

<P>
The following is a DFT calculation (the ωB97M-V functional and the def2-TZVPD basis) of 2 unconnected molecules or ions with the total composition C2H8NO.

Kohn-Sham gap   10.192 eV

```
! wB97M-V def2-TZVPD RIJCOSX def2/J DEFGRID3
* xyz 1 1
C -1.8467 1.1190 -0.2416
C 0.4423 0.4576 -0.4990
N -0.5004 0.7730 0.3108
H -2.5249 1.2345 0.6724
H -2.1300 0.2238 -0.7666
H -1.7454 2.0059 -0.9373
H 0.1159 0.2638 -1.5984
H 1.4027 0.0230 -0.1512
H -0.3650 0.7677 1.3114
H 2.5875 -1.8734 1.3022
H 2.3375 -2.9214 0.0673
O 2.2267 -2.0734 0.5301
*
```

<Q>
The following is a DFT calculation (the ωB97M-V functional and the def2-TZVPD basis) of 2 unconnected molecules or ions with the total composition C2H8NO.

Kohn-Sham gap   12.162 eV

```
! wB97M-V def2-TZVPD RIJCOSX def2/J DEFGRID3
* xyz 1 1
C -0.4604 1.4815 -0.1423
C 1.5795 0.2059 0.1011
N 0.3171 0.2535 0.0909
H -1.1312 1.6073 0.7069
H 0.2202 2.3310 -0.1297
H -1.0738 1.3272 -1.0188
H 2.1294 1.1014 -0.1320
H 2.0951 -0.7086 0.3349
H -0.2080 -0.6454 0.2860
H -1.8613 -2.0997 0.2308
H -0.7118 -2.6868 -0.5643
O -0.8949 -2.1673 0.2366
*
```

<R>
The following is a DFT calculation (the ωB97M-V functional and the def2-TZVPD basis) of 2 unconnected molecules or ions with the total composition C2H8NO.

Kohn-Sham gap   10.914 eV

```
! wB97M-V def2-TZVPD RIJCOSX def2/J DEFGRID3
* xyz 1 1
N 1.1069 -1.8240 1.0929
H 0.5257 -2.3614 1.7466
H 1.2099 -2.3502 0.2294
H 1.9950 -1.8074 1.5841
H 0.6374 -0.8573 1.1240
O 0.0258 0.6987 0.7156
C -0.3142 0.6990 -0.4467
C -1.1776 1.7284 -1.0553
H 0.0689 0.0165 -1.2237
H -1.8299 1.2554 -1.7835
H -1.7425 2.3847 -0.3964
H -0.5055 2.4175 -1.5869
*
```

Stability check: which of them is least stable? <P>.